13
Properties=species:S:1:pos:R:3 method="wB97M-V/def2-TZVPD" charge=0 homo_ev=-7.23 e_tot_ha=-340.7422 de_lowest_kj_mol=138.5 smiles=Nc1[nH]ccc1O lumo_ev=0.8215
N 1.898 0.606 -0.162
C 0.540 0.341 -0.114
N -0.490 1.223 -0.050
C -1.691 0.532 -0.124
C -1.409 -0.802 -0.251
C 0.007 -0.902 -0.283
O 0.824 -2.002 -0.068
H 2.416 -0.260 -0.089
H 2.273 1.353 0.397
H -0.396 2.216 0.079
H -2.632 1.052 -0.034
H -2.110 -1.619 -0.371
H 0.697 -1.997 0.893

=====

17
Properties=species:S:1:pos:R:3 method="wB97M-V/def2-TZVPD" charge=0 homo_ev=-9.11 e_tot_ha=-649.0486 de_lowest_kj_mol=87.8 smiles=NCCCS.O lumo_ev=0.5653
N -1.824 -1.291 0.568
C -1.343 -0.171 -0.219
C -0.097 -0.570 -1.044
C 0.761 0.701 -1.344
S 2.269 0.389 -2.258
H -1.931 -2.095 -0.027
H -1.357 -1.571 1.410
H -2.094 0.121 -0.959
H -1.156 0.755 0.325
H 0.559 -1.177 -0.419
H -0.392 -1.027 -1.984
H 0.753 1.264 -0.417
H 0.199 1.307 -2.067
H 2.712 1.645 -2.350
O 0.930 0.497 3.937
H 0.242 0.571 3.297
H 1.771 0.651 3.551

=====

9
Properties=species:S:1:pos:R:3 method="wB97M-V/def2-TZVPD" charge=-1 homo_ev=-5.56 e_tot_ha=-1030.1685 de_lowest_kj_mol=57.6 smiles="C=C[P@](=O)([O-])Cl" lumo_ev=4.0519
C 1.497 0.098 -0.360
C 0.541 0.204 0.522
P -1.225 -0.397 0.050
O -1.981 -1.069 1.155
O -1.165 -0.774 -1.360
Cl -2.038 1.594 -0.001
H 2.487 0.263 -0.111
H 1.061 -0.286 -1.375
H 0.823 0.367 1.479

=====

42
Properties=species:S:1:pos:R:3 method="wB97M-V/def2-TZVPD" charge=0 homo_ev=-8.47 e_tot_ha=-1070.1210 de_lowest_kj_mol=48.4 smiles="CC(C)(C)C(=O)Nc1cccc(-c2nc3ccccc3c(=O)o2)c1" lumo_ev=-0.1067
C 4.637 -2.474 -0.028
C 4.425 -0.960 -0.009
C 5.060 -0.344 -1.261
C 5.054 -0.375 1.261
C 2.910 -0.693 -0.011
O 2.088 -1.577 -0.029
N 2.596 0.639 0.010
C 1.341 1.246 0.014
C 1.300 2.642 0.022
C 0.089 3.310 0.026
C -1.097 2.603 0.022
C -1.065 1.208 0.016
C -2.328 0.471 0.014
N -3.439 1.106 -0.007
C -4.608 0.387 -0.011
C -5.833 1.059 -0.036
C -7.006 0.338 -0.040
C -6.989 -1.056 -0.020
C -5.790 -1.734 0.005
C -4.593 -1.019 0.010
C -3.303 -1.703 0.036
O -3.128 -2.891 0.059
O -2.202 -0.875 0.035
C 0.150 0.528 0.012
H 4.177 -2.908 -0.912
H 5.698 -2.709 -0.030
H 4.175 -2.929 0.845
H 5.004 0.744 -1.261
H 4.565 -0.712 -2.157
H 6.111 -0.623 -1.312
H 6.104 -0.657 1.311
H 4.554 -0.766 2.144
H 4.999 0.712 1.288
H 3.369 1.288 0.019
H 2.224 3.203 0.024
H 0.076 4.389 0.031
H -2.051 3.102 0.025
H -5.829 2.137 -0.051
H -7.953 0.857 -0.059
H -7.919 -1.603 -0.023
H -5.745 -2.813 0.021
H 0.170 -0.549 0.007

=====

77
Properties=species:S:1:pos:R:3 method="wB97M-V/def2-TZVPD" charge=+2 homo_ev="-13.90 / -13.90" s2=2.0132 e_tot_ha=-1871.1105 de_lowest_kj_mol=83.3 spin_multiplicity=3 lumo_ev="-7.0652 / -7.4997"
Mo 0.055 0.515 0.525
O 1.738 0.615 0.240
C 2.885 0.455 -0.616
C 2.336 -0.404 -1.793
C 1.239 0.300 -2.546
C 1.462 0.861 -3.795
C 0.418 1.498 -4.441
C -0.828 1.551 -3.837
C -1.008 0.952 -2.601
C -2.370 0.899 -1.954
C -2.406 1.565 -0.563
O -1.639 0.737 0.293
C -1.687 2.914 -0.599
C -2.179 3.953 -1.378
C -1.600 5.208 -1.312
C -0.549 5.454 -0.436
C -0.037 4.426 0.333
C -0.580 3.154 0.214
C -3.799 1.773 0.019
C -3.885 2.374 1.275
C -5.119 2.626 1.848
C -6.280 2.276 1.170
C -6.197 1.658 -0.066
C -4.960 1.402 -0.642
N 0.021 0.348 -1.978
C 3.384 1.796 -1.145
C 4.262 1.837 -2.225
C 4.705 3.053 -2.720
C 4.272 4.242 -2.149
C 3.413 4.208 -1.064
C 2.982 2.988 -0.559
C 3.942 -0.312 0.180
C 3.562 -1.488 0.824
C 4.472 -2.203 1.584
C 5.776 -1.749 1.712
C 6.161 -0.581 1.074
C 5.249 0.140 0.314
H 3.155 -0.652 -2.462
H 1.944 -1.330 -1.367
H 2.437 0.790 -4.256
H 0.569 1.942 -5.416
H -1.653 2.039 -4.337
H -3.096 1.380 -2.603
H -2.662 -0.145 -1.818
H -3.047 3.787 -2.005
H -1.994 6.012 -1.920
H -0.137 6.449 -0.344
H 0.757 4.622 1.043
H -0.206 2.371 0.929
H -2.982 2.651 1.807
H -5.175 3.101 2.818
H -7.247 2.488 1.606
H -7.098 1.366 -0.589
H -4.920 0.910 -1.606
H 4.625 0.919 -2.672
H 5.400 3.074 -3.548
H 4.617 5.190 -2.538
H 3.088 5.129 -0.600
H 2.372 2.962 0.330
H 2.545 -1.854 0.734
H 4.163 -3.116 2.076
H 6.488 -2.304 2.308
H 7.175 -0.216 1.174
H 5.569 1.056 -0.160
N -0.134 -1.412 0.879
C -0.239 -2.550 1.059
C -0.346 -3.927 1.273
C -0.250 -4.805 0.177
C -0.315 -6.163 0.399
C -0.477 -6.652 1.692
C -0.580 -5.784 2.774
C -0.515 -4.422 2.578
H -0.126 -4.411 -0.823
H -0.238 -6.844 -0.437
H -0.519 -7.721 1.857
H -0.707 -6.174 3.775
H -0.591 -3.735 3.411